--- w ---
{"formula": "C7H12N", "method": "ωB97M-V/def2-TZVPD", "elements": ["C", "C", "C", "C", "C", "C", "C", "N", "H", "H", "H", "H", "H", "H", "H", "H", "H", "H", "H", "H"], "coordinates": [[-1.40282, 1.15035, 2.52110], [1.61776, 0.81879, 0.96030], [-0.37844, 0.07555, 2.26365], [0.53385, 0.25240, 1.36713], [-0.06935, -0.88832, -3.10508], [-0.24203, 0.28348, -2.18919], [0.19566, -0.99401, -1.67750], [0.53216, -1.55101, -0.60800], [-1.20057, 1.44632, 3.55394], [-1.11153, 1.84090, 1.68221], [1.85448, 0.82449, -0.17999], [2.35941, 1.32966, 1.68821], [-0.51546, -0.89121, 2.76729], [-0.90144, -1.32381, -3.51663], [0.83706, -1.05253, -3.67098], [0.18734, 1.30867, -2.11999], [-1.34588, 0.17179, -1.96816], [-2.41950, 0.70051, 2.32245], [0.77800, -2.51142, -0.42383], [0.69132, -0.99060, 0.33306]], "lowdin_charge": [-0.05, 0.02, -0.14, -0.26, -0.01, -0.03, -0.23, 0.26, 0.09, 0.10, 0.09, 0.12, 0.13, 0.10, 0.14, 0.15, 0.16, 0.10, 0.16, 0.09], "total_charge": 1, "lumo_energy_ev": -3.88}

---

--- x ---
{"formula": "C7H12N", "method": "ωB97M-V/def2-TZVPD", "elements": ["C", "C", "C", "N", "C", "C", "C", "C", "H", "H", "H", "H", "H", "H", "H", "H", "H", "H", "H", "H"], "coordinates": [[-2.19587, 1.07751, 0.59258], [-1.35984, 0.92602, -0.35734], [-0.52194, -0.27355, -0.54238], [-0.91187, -1.48704, 0.21720], [0.52825, -0.45234, -1.68074], [1.11236, 0.16064, -0.43314], [1.65386, 1.26818, 0.39875], [2.03644, -0.15297, 0.68866], [-2.57245, 1.98967, 0.78484], [-2.19096, 0.44578, 1.40759], [-1.08928, 1.68491, -1.14546], [-0.19909, -2.23062, 0.06459], [-1.86427, -1.85823, -0.08080], [-1.19869, -1.14064, 1.13644], [0.78627, -1.43361, -1.85105], [0.24291, 0.06240, -2.61231], [0.98819, 1.79591, 1.04220], [2.52457, 1.88794, 0.04894], [3.05692, -0.40156, 0.66987], [1.60165, -0.64224, 1.55157]], "lowdin_charge": [0.05, -0.12, -0.30, 0.24, 0.03, -0.24, -0.05, -0.08, 0.05, 0.05, 0.16, 0.19, 0.21, 0.15, 0.08, 0.13, 0.10, 0.14, 0.10, 0.10], "smiles": "C=C[C@@]1([NH3+])CC12CC2", "total_charge": 1, "lumo_energy_ev": -3.54}

---

Q: Which of them is the least stable? A: w.

---

--- w ---
{"formula": "C15H20ClNO4S", "method": "ωB97M-V/def2-TZVPD", "elements": ["C", "C", "O", "C", "O", "C", "C", "C", "C", "N", "S", "O", "O", "C", "C", "C", "C", "C", "C", "C", "Cl", "C", "H", "H", "H", "H", "H", "H", "H", "H", "H", "H", "H", "H", "H", "H", "H", "H", "H", "H", "H", "H"], "coordinates": [[0.44386, 4.37508, -0.01917], [-0.33233, 3.47949, 0.92644], [0.41596, 2.27317, 1.11886], [-0.01133, 1.45508, 2.07350], [-0.93248, 1.68838, 2.81186], [0.79355, 0.16454, 2.11906], [2.31202, 0.39123, 1.97963], [2.87689, -0.28724, 0.73346], [2.06172, 0.09847, -0.49304], [0.66003, -0.25227, -0.31821], [-0.43880, 0.63660, -1.18859], [-1.61991, 0.88604, -0.41534], [0.20447, 1.73783, -1.84573], [-0.89951, -0.56925, -2.49800], [-1.41760, -1.77400, -1.81165], [-2.72875, -1.79295, -1.34310], [-3.21740, -2.86673, -0.62297], [-2.40017, -3.95356, -0.35909], [-1.09450, -3.96060, -0.81533], [-0.61202, -2.87524, -1.52855], [1.02848, -2.91706, -2.07104], [0.26054, -0.72514, 0.97936], [0.59430, 3.85116, -0.95933], [-0.11816, 5.28661, -0.19987], [1.41109, 4.63187, 0.40655], [-0.49113, 3.94803, 1.90448], [-1.30409, 3.20429, 0.50505], [0.54994, -0.32121, 3.06755], [2.82568, 0.01290, 2.86459], [2.51018, 1.46148, 1.90949], [2.86981, -1.37165, 0.85334], [3.91079, 0.02479, 0.58112], [2.43775, -0.42186, -1.38124], [2.13302, 1.17580, -0.66842], [-1.65282, -0.07104, -3.10098], [0.00193, -0.74499, -3.07536], [-3.35778, -0.93890, -1.53851], [-4.23581, -2.85592, -0.26710], [-2.77551, -4.79669, 0.19992], [-0.44680, -4.80118, -0.62016], [0.61522, -1.75299, 1.11138], [-0.83033, -0.73238, 0.99515]], "lowdin_charge": [-0.06, -0.21, -0.04, -0.49, 0.13, -0.16, -0.13, -0.16, -0.20, -0.23, 0.67, -0.26, -0.28, -0.17, -0.30, -0.04, -0.07, -0.08, -0.11, -0.61, 0.75, -0.15, 0.05, 0.08, 0.08, 0.13, 0.12, 0.15, 0.12, 0.12, 0.11, 0.12, 0.10, 0.11, 0.11, 0.08, 0.12, 0.11, 0.11, 0.10, 0.13, 0.13], "smiles": "CCOC(=O)[C@@H]1CCCN(S(=O)(=O)Cc2ccccc2Cl)C1", "lumo_energy_ev": 0.63}

---

--- x ---
{"formula": "C15H20ClNO4S", "method": "ωB97M-V/def2-TZVPD", "elements": ["C", "C", "O", "C", "O", "C", "C", "C", "C", "N", "S", "O", "O", "C", "C", "C", "C", "C", "Cl", "C", "C", "C", "H", "H", "H", "H", "H", "H", "H", "H", "H", "H", "H", "H", "H", "H", "H", "H", "H", "H", "H", "H"], "coordinates": [[-0.26650, 0.87247, 5.41766], [-0.06749, 2.01160, 4.43651], [-0.33315, 1.52573, 3.11465], [-0.41276, 2.43574, 2.14686], [-0.28809, 3.61948, 2.31978], [-0.65996, 1.78504, 0.79949], [-1.80810, 2.48917, 0.06880], [-1.97133, 1.91464, -1.33620], [-0.65712, 2.03976, -2.10894], [0.45260, 1.46824, -1.38783], [1.01256, -0.03090, -1.80967], [0.95167, -0.11432, -3.23660], [2.26680, -0.21199, -1.14548], [-0.14268, -1.30448, -1.13754], [0.41250, -2.59801, -1.60616], [1.40167, -3.24444, -0.87283], [1.97804, -4.41075, -1.33931], [1.56568, -4.93313, -2.55506], [2.27769, -6.39207, -3.14202], [0.59034, -4.29687, -3.30639], [0.02182, -3.13071, -2.82974], [0.62728, 1.92331, -0.03734], [0.40520, 0.05219, 5.18023], [-1.28970, 0.50954, 5.37073], [-0.05962, 1.22061, 6.42525], [0.96002, 2.38962, 4.46749], [-0.74461, 2.84685, 4.64485], [-0.89862, 0.73096, 0.96108], [-2.73485, 2.37154, 0.63388], [-1.57942, 3.55507, 0.01331], [-2.26949, 0.86646, -1.26760], [-2.75463, 2.45337, -1.87025], [-0.69922, 1.52738, -3.07021], [-0.43872, 3.09903, -2.28565], [-1.12260, -1.09299, -1.55186], [-0.12263, -1.20294, -0.05759], [1.73112, -2.82439, 0.06479], [2.74555, -4.91007, -0.76936], [0.28554, -4.70819, -4.25568], [-0.72674, -2.62390, -3.41898], [1.44636, 1.34138, 0.38678], [0.91558, 2.98098, -0.05385]], "lowdin_charge": [-0.06, -0.22, 0.01, -0.48, 0.13, -0.20, -0.14, -0.16, -0.19, -0.24, 0.65, -0.27, -0.27, -0.16, -0.29, -0.03, -0.09, -0.67, 0.68, -0.09, -0.03, -0.14, 0.08, 0.08, 0.08, 0.13, 0.13, 0.14, 0.13, 0.13, 0.10, 0.12, 0.11, 0.13, 0.10, 0.10, 0.12, 0.11, 0.11, 0.12, 0.13, 0.15], "smiles": "CCOC(=O)[C@H]1CCCN(S(=O)(=O)Cc2ccc(Cl)cc2)C1", "lumo_energy_ev": 0.53}

---

Q: Which of them is the least stable? A: w.

---

--- w ---
{"formula": "C6H16O2", "method": "ωB97M-V/def2-TZVPD", "elements": ["C", "C", "C", "C", "C", "C", "O", "H", "H", "H", "H", "H", "H", "H", "H", "H", "H", "H", "H", "H", "H", "O", "H", "H"], "coordinates": [[2.61699, -1.06045, -0.56421], [1.67301, -1.09880, 0.71330], [0.15442, -1.37956, 0.46659], [-0.71102, -0.33021, 1.30042], [-1.20357, 0.93088, 0.51349], [-2.61575, 0.98537, -0.00188], [-2.85503, 2.07179, -0.88176], [3.04169, -2.04141, -0.58404], [1.90595, -1.06383, -1.40785], [3.23899, -0.18472, -0.39191], [1.77449, -0.12203, 1.18011], [1.93223, -1.79176, 1.52799], [0.01582, -1.17102, -0.59436], [-0.15629, -2.39739, 0.78189], [-1.59656, -0.88382, 1.61055], [-0.08467, 0.06507, 2.09671], [-1.22087, 1.83552, 1.19809], [-0.37360, 1.17350, -0.13951], [-3.36161, 1.15900, 0.75508], [-2.92222, 0.02584, -0.39832], [-2.31301, 2.11013, -1.66648], [1.12068, 1.03670, -2.12058], [0.20545, 1.29130, -1.97821], [1.73449, 0.83990, -1.41512]], "lowdin_charge": [-0.09, -0.25, -0.19, -0.18, -0.19, -0.28, -0.06, 0.06, 0.06, 0.07, 0.08, 0.10, 0.09, 0.11, 0.10, 0.09, 0.13, 0.07, 0.12, 0.11, 0.07, -0.05, 0.02, 0.00], "smiles": "CCCCCCO.O", "lumo_energy_ev": 0.73}

---

--- x ---
{"formula": "C6H16O2", "method": "ωB97M-V/def2-TZVPD", "elements": ["C", "C", "C", "O", "H", "H", "H", "H", "H", "H", "H", "H", "C", "C", "C", "O", "H", "H", "H", "H", "H", "H", "H", "H"], "coordinates": [[1.53611, 1.93501, -0.83689], [2.69444, 0.93945, -1.00529], [2.29229, -0.47423, -0.51572], [3.83752, 1.38882, -0.20927], [0.77106, 1.74303, -1.60790], [1.90308, 2.96844, -0.95505], [1.06612, 1.83998, 0.15643], [3.09773, 0.82479, -2.03198], [3.24298, -1.00776, -0.34793], [1.66943, -1.07254, -1.20177], [1.76514, -0.38288, 0.44883], [3.59204, 1.25758, 0.73037], [-1.48171, -0.84675, -0.37965], [-2.78201, -0.81139, 0.45900], [-2.51276, -0.32339, 1.86772], [-3.49443, -1.97952, 0.34178], [-1.70819, -1.27639, -1.36997], [-0.71245, -1.46996, 0.10663], [-1.07417, 0.16835, -0.52140], [-3.40773, -0.08110, -0.09328], [-2.19955, 0.73344, 1.82753], [-1.72718, -0.90391, 2.38006], [-3.44238, -0.39264, 2.45729], [-2.92543, -2.77635, 0.30052]], "lowdin_charge": [-0.07, -0.46, -0.08, -0.09, 0.08, 0.08, 0.08, 0.14, 0.08, 0.08, 0.07, 0.09, -0.07, -0.55, -0.06, -0.04, 0.08, 0.07, 0.07, 0.14, 0.08, 0.08, 0.08, 0.11], "smiles": "CC(C)O.CC(C)O", "lumo_energy_ev": 0.79}

---

--- y ---
{"formula": "C6H16O2", "method": "ωB97M-V/def2-TZVPD", "elements": ["C", "C", "C", "C", "C", "C", "H", "H", "H", "H", "H", "H", "H", "H", "H", "H", "H", "H", "O", "H", "H", "O", "H", "H"], "coordinates": [[2.09666, -1.60569, 0.41702], [1.05964, -0.84291, 0.64587], [-0.26838, -1.26745, -0.17668], [-0.08013, -1.25520, -1.60264], [0.82433, 0.18534, 1.67271], [1.36456, -0.18749, 3.05768], [2.16105, -2.44337, -0.19950], [2.87164, -1.33979, 1.23403], [-1.14359, -0.74240, 0.24892], [-0.71185, -2.28745, 0.11014], [-0.28919, -2.29825, -1.87497], [0.90593, -1.17435, -1.92165], [-0.75906, -0.54548, -1.97096], [-0.16938, 0.43232, 1.61862], [1.22817, 1.11710, 1.41604], [0.92169, -1.20876, 3.34140], [1.09718, 0.65342, 3.75712], [2.45398, -0.24083, 3.03779], [1.98999, 2.39042, -3.80684], [1.95607, 2.13197, -2.89541], [1.27136, 2.89686, -3.84524], [-6.70472, 2.66405, -0.78893], [-6.22939, 1.86999, -0.51030], [-5.84655, 3.09794, -0.96423]], "lowdin_charge": [0.04, -0.30, -0.24, -0.13, -0.25, -0.09, 0.05, 0.09, 0.10, 0.13, 0.09, 0.05, 0.06, 0.07, 0.10, 0.11, 0.08, 0.06, 0.01, 0.03, -0.04, -0.07, 0.03, 0.04], "smiles": "C=C(CC)CC.O.O", "lumo_energy_ev": 0.39}

---

--- z ---
{"formula": "C6H16O2", "method": "ωB97M-V/def2-TZVPD", "elements": ["C", "C", "O", "C", "H", "H", "H", "H", "H", "H", "H", "H", "C", "C", "O", "C", "H", "H", "H", "H", "H", "H", "H", "H"], "coordinates": [[0.64319, -2.50927, -0.39352], [0.50993, -1.17621, 0.33297], [0.56654, -0.12388, -1.05291], [1.67001, 0.39337, -1.72810], [-0.30429, -2.81289, -0.84673], [1.38482, -2.41419, -1.19115], [1.00250, -3.27705, 0.29730], [0.03462, -1.46547, 1.27917], [1.45652, -0.91969, 0.82098], [2.36589, 0.92105, -1.04949], [2.19792, -0.37371, -2.31095], [1.33546, 1.12974, -2.47195], [0.31811, 1.89441, 1.57987], [-0.87208, 1.63950, 0.70102], [-1.38228, 0.14055, 0.88468], [-2.41274, -0.17001, -0.05578], [1.17256, 1.29209, 1.26582], [0.60004, 2.95220, 1.53219], [0.10286, 1.63203, 2.61931], [-0.64277, 1.78978, -0.35220], [-1.73987, 2.21466, 1.02585], [-1.97966, -0.19971, -1.05917], [-2.83018, -1.14689, 0.20152], [-3.19710, 0.58960, -0.02870]], "lowdin_charge": [-0.10, -0.10, -0.28, -0.17, 0.08, 0.06, 0.08, 0.11, 0.09, 0.08, 0.07, 0.09, -0.08, -0.17, -0.29, -0.13, 0.05, 0.08, 0.08, 0.10, 0.11, 0.08, 0.09, 0.08], "smiles": "CCOC.CCOC", "lumo_energy_ev": 1.02}

---

Q: Which of them is the least stable? A: z.

---

--- w ---
{"formula": "CH5BS", "method": "ωB97M-V/def2-TZVPD", "elements": ["B", "C", "S", "H", "H", "H", "H", "H"], "coordinates": [[0.30252, -0.92407, 0.26994], [0.47571, 0.85112, 0.02445], [-1.27327, 0.38097, 0.34422], [0.26142, -1.52984, -0.67798], [0.46067, -1.67683, 1.23490], [0.71364, 1.16276, -1.05375], [0.75694, 1.75881, 0.68419], [-1.69762, -0.02293, -0.82598]], "lowdin_charge": [-0.41, -0.43, 0.84, -0.03, 0.01, 0.06, 0.06, -0.10], "lumo_energy_ev": 0.57}

---

--- x ---
{"formula": "CH5BS", "method": "ωB97M-V/def2-TZVPD", "elements": ["B", "C", "S", "H", "H", "H", "H", "H"], "coordinates": [[-0.58117, 0.82683, 0.19117], [-0.27726, -0.71816, 0.28594], [1.40243, -0.01587, 0.00600], [-0.51005, 1.16074, -0.95912], [-0.72346, 1.26534, 1.24045], [-0.73881, -1.59214, -0.61141], [-0.13232, -1.08330, 1.26593], [1.56064, 0.15655, -1.41896]], "lowdin_charge": [-0.40, -0.52, 0.76, 0.01, 0.01, 0.17, 0.00, -0.04], "lumo_energy_ev": 0.51}

---

Q: Which of them is the least stable? A: x.

---

--- w ---
{"formula": "C3H10NO", "method": "ωB97M-V/def2-TZVPD", "elements": ["C", "N", "H", "H", "H", "H", "C", "O", "C", "H", "H", "H", "H", "H", "H"], "coordinates": [[1.61188, 1.59243, -0.38986], [1.36043, 0.43597, 0.14124], [2.51098, 1.97608, -1.00561], [0.77899, 2.31441, -0.40676], [2.05341, -0.22941, 0.28324], [0.32046, 0.42088, 0.56385], [-1.55230, -0.78427, -0.06388], [-0.89429, 0.61162, 0.48526], [-0.36621, -1.77373, -0.16731], [-1.88859, -0.36823, -0.91255], [-2.33542, -1.15312, 0.65552], [-1.64686, 1.00902, 0.00236], [0.13068, -1.96146, -1.14023], [-0.72397, -2.75386, 0.08956], [0.27142, -1.40569, 0.72618]], "lowdin_charge": [-0.21, -0.10, 0.05, 0.02, 0.05, -0.04, -0.09, -0.13, -0.09, 0.06, 0.13, 0.10, 0.09, 0.05, 0.10], "multiplicity": 2, "lumo_energy_ev": [0.65, 0.62]}

---

--- x ---
{"formula": "C3H10NO", "method": "ωB97M-V/def2-TZVPD", "elements": ["C", "C", "C", "N", "H", "H", "H", "H", "H", "H", "H", "H", "H", "H", "O"], "coordinates": [[1.60341, -0.37346, 1.60718], [1.30802, -0.33053, 0.13280], [0.19226, 0.21025, -0.31727], [-0.22044, 0.33786, -1.71739], [1.52188, -1.42362, 1.88671], [2.65248, -0.14912, 1.82722], [1.00987, 0.34920, 2.16209], [2.15029, -0.59040, -0.50084], [-0.43078, 0.67399, 0.41978], [-0.48789, -0.59849, -2.12439], [-1.03878, 0.97630, -1.81383], [0.53471, 0.78922, -2.27452], [-3.45477, -0.48821, -0.09653], [-2.68339, 0.56264, 0.80669], [-2.65686, 0.05436, 0.00229]], "lowdin_charge": [-0.10, -0.17, -0.28, 0.03, 0.08, 0.07, 0.07, 0.10, 0.08, 0.04, 0.05, 0.06, 0.05, 0.03, -0.11], "multiplicity": 2, "lumo_energy_ev": [0.68, 0.51]}

---

Q: Which of them is the least stable? A: w.

---

--- w ---
{"formula": "C2H2NO3S", "method": "ωB97M-V/def2-TZVPD", "elements": ["C", "C", "N", "O", "O", "O", "S", "H", "H"], "coordinates": [[1.91804, -2.07530, 0.36853], [-0.09113, -0.40888, 0.61538], [1.08296, -1.23475, 0.49086], [-1.82434, 1.75367, 0.51119], [0.40687, 2.33012, 1.24470], [-1.13822, 1.21209, 2.84518], [-0.71696, 1.47243, 1.45681], [-0.81992, -1.21284, 0.94300], [-0.15791, -0.08472, -0.32956]], "lowdin_charge": [-0.06, -0.19, -0.15, -0.40, -0.37, -0.40, 0.46, 0.10, 0.01], "total_charge": -1, "lumo_energy_ev": 4.09}

---

--- x ---
{"formula": "C2H2NO3S", "method": "ωB97M-V/def2-TZVPD", "elements": ["C", "C", "N", "O", "O", "O", "S", "H", "H"], "coordinates": [[-2.47274, 0.00974, 0.07986], [1.95634, 0.01070, -0.23771], [0.71242, -0.16724, 0.07319], [-2.76194, -0.89366, -0.53864], [-0.11531, 0.12054, -0.88119], [0.19289, -0.47170, 1.20074], [-2.30468, 1.27465, 0.98989], [2.14197, 0.22921, -1.24468], [2.65104, -0.11224, 0.55855]], "lowdin_charge": [-0.91, -0.05, -0.54, 0.11, -0.21, -0.18, 0.71, 0.03, 0.03], "total_charge": -1, "lumo_energy_ev": 3.43}

---

--- y ---
{"formula": "C2H2NO3S", "method": "ωB97M-V/def2-TZVPD", "elements": ["C", "C", "N", "O", "O", "O", "S", "H", "H"], "coordinates": [[-0.71847, 2.20711, -1.79781], [-0.10886, 1.51051, -0.79965], [-1.23017, 2.71938, -2.73065], [-0.58718, -1.81999, 2.36679], [0.17416, -3.32417, 0.57203], [1.81467, -1.97391, 1.81352], [0.41829, -2.06013, 1.33059], [0.78918, 0.97018, -0.85820], [-0.55162, 1.77102, 0.10339]], "lowdin_charge": [-0.32, 0.08, 0.12, -0.47, -0.49, -0.48, 0.46, 0.05, 0.04], "total_charge": -1, "lumo_energy_ev": [3.27, 1.02]}

---

Q: Which of them is the least stable? A: x.